(1)
{"formula": "C36H28As2ClCoN3O3", "method": "ωB97M-V/def2-TZVPD", "total_charge": 1, "mol_weight_g_mol": 794.87, "spin_multiplicity": 5, "gap_ev": [7.779, 7.873], "symbols": ["Co", "C", "C", "As", "C", "C", "C", "C", "C", "C", "C", "C", "C", "C", "C", "C", "As", "C", "C", "C", "C", "C", "C", "C", "C", "C", "C", "C", "C", "H", "H", "H", "H", "H", "H", "H", "H", "H", "H", "H", "H", "H", "H", "H", "H", "H", "H", "H", "H", "H", "H", "H", "H", "Cl", "C", "C", "C", "C", "O", "C", "C", "O", "C", "H", "H", "H", "H", "O", "N", "C", "C", "N", "C", "N"], "xyz": [[0.155, -2.095, -0.320], [0.024, 1.975, -1.205], [1.039, 1.135, -1.966], [2.045, -0.068, -0.777], [2.914, 1.135, 0.449], [3.677, 2.218, 0.018], [4.285, 3.046, 0.947], [4.140, 2.789, 2.307], [3.385, 1.710, 2.739], [2.766, 0.882, 1.810], [3.478, -0.630, -1.949], [4.725, -0.908, -1.396], [5.743, -1.417, -2.189], [5.520, -1.654, -3.538], [4.277, -1.381, -4.092], [3.256, -0.875, -3.300], [-1.224, 0.907, -0.155], [-3.017, 1.471, -0.486], [-3.938, 1.428, 0.554], [-5.257, 1.785, 0.315], [-5.644, 2.196, -0.953], [-4.721, 2.239, -1.991], [-3.405, 1.869, -1.762], [-0.824, 1.134, 1.700], [-0.959, 0.051, 2.558], [-0.680, 0.207, 3.908], [-0.286, 1.445, 4.395], [-0.168, 2.532, 3.537], [-0.433, 2.379, 2.186], [-0.561, 2.604, -1.876], [0.525, 2.635, -0.494], [1.728, 1.786, -2.503], [0.538, 0.498, -2.695], [3.811, 2.405, -1.042], [4.881, 3.887, 0.615], [4.628, 3.432, 3.029], [3.279, 1.505, 3.797], [2.169, 0.041, 2.148], [4.913, -0.722, -0.344], [6.710, -1.629, -1.751], [6.313, -2.053, -4.157], [4.098, -1.565, -5.143], [2.291, -0.680, -3.754], [-3.627, 1.130, 1.547], [-5.978, 1.756, 1.122], [-6.671, 2.490, -1.134], [-5.024, 2.568, -2.977], [-2.691, 1.902, -2.577], [-1.251, -0.919, 2.176], [-0.762, -0.641, 4.575], [-0.068, 1.564, 5.449], [0.138, 3.498, 3.915], [-0.327, 3.235, 1.530], [-7.408, -2.060, 0.473], [-5.869, -2.102, -0.314], [-5.677, -1.355, -1.470], [-4.437, -1.360, -2.112], [-3.455, -2.113, -1.543], [-1.162, -0.730, -0.563], [-3.598, -2.880, -0.407], [-2.510, -3.666, 0.167], [-1.349, -3.573, -0.179], [-4.852, -2.878, 0.216], [-6.497, -0.773, -1.869], [-4.285, -0.789, -3.020], [-2.785, -4.370, 0.964], [-5.027, -3.469, 1.108], [0.814, -2.240, 1.581], [1.958, -2.550, 2.045], [2.833, -3.167, 1.261], [4.131, -3.487, 1.750], [5.189, -3.749, 2.115], [2.376, -3.460, -0.049], [1.671, -3.461, -0.958]], "lowdin_charge": [0.64, -0.32, -0.40, 1.32, -0.40, -0.10, -0.07, -0.07, -0.07, -0.12, -0.40, -0.11, -0.07, -0.07, -0.07, -0.11, 1.25, -0.30, -0.08, -0.06, -0.06, -0.07, -0.11, -0.33, -0.11, -0.05, -0.06, -0.07, -0.09, 0.08, 0.07, 0.08, 0.06, 0.11, 0.11, 0.11, 0.11, 0.08, 0.10, 0.11, 0.11, 0.11, 0.10, 0.11, 0.12, 0.12, 0.11, 0.11, 0.09, 0.12, 0.11, 0.11, 0.11, 0.70, -0.66, -0.08, -0.07, 0.12, -0.54, -0.20, -0.14, -0.01, -0.04, 0.11, 0.11, 0.15, 0.12, -0.24, 0.02, -0.29, -0.18, 0.18, -0.13, 0.17]}

***

(2)
{"formula": "C42H37IrN3S3Sb", "method": "ωB97M-V/def2-TZVPD", "mol_weight_g_mol": 993.96, "gap_ev": 6.172, "symbols": ["Ir", "S", "C", "C", "N", "C", "S", "C", "N", "C", "C", "C", "C", "C", "C", "C", "C", "C", "C", "C", "C", "C", "C", "C", "N", "H", "H", "H", "H", "H", "H", "H", "H", "H", "H", "C", "C", "C", "C", "C", "C", "C", "Sb", "C", "C", "C", "C", "C", "C", "C", "C", "C", "C", "C", "C", "C", "C", "H", "H", "H", "H", "H", "H", "H", "H", "H", "H", "H", "H", "H", "H", "H", "H", "H", "H", "H", "H", "H", "C", "S", "C", "H", "H", "H", "H", "H", "H"], "xyz": [[-0.065, -0.223, 0.183], [0.452, -0.613, 2.555], [2.183, -0.427, 2.505], [2.846, -0.517, 3.773], [3.352, -0.605, 4.803], [2.904, -0.251, 1.372], [2.218, -0.172, -0.234], [4.334, -0.203, 1.410], [5.485, -0.191, 1.400], [0.259, -0.619, -4.187], [0.093, 0.695, -4.609], [-0.031, 1.686, -3.658], [-0.062, 1.362, -2.296], [-0.071, 0.030, -1.857], [0.190, -0.932, -2.841], [0.082, 2.377, -1.249], [0.347, 3.728, -1.596], [0.588, 4.644, -0.632], [0.473, 4.266, 0.723], [0.612, 5.215, 1.758], [0.387, 4.865, 3.058], [-0.013, 3.550, 3.350], [-0.134, 2.608, 2.363], [0.152, 2.922, 1.021], [0.047, 1.966, 0.018], [0.451, -1.402, -4.911], [0.114, 0.944, -5.662], [-0.084, 2.715, -3.986], [0.369, -1.961, -2.553], [0.407, 4.003, -2.636], [0.839, 5.668, -0.882], [0.884, 6.229, 1.492], [0.493, 5.592, 3.852], [-0.230, 3.268, 4.372], [-0.431, 1.608, 2.618], [0.797, -4.845, -2.717], [1.861, -4.408, -1.744], [3.185, -4.775, -1.985], [4.208, -4.427, -1.118], [3.928, -3.705, 0.032], [2.620, -3.328, 0.284], [1.591, -3.667, -0.592], [-0.253, -2.856, 0.085], [-1.883, -3.667, -1.095], [-2.254, -2.864, -2.174], [-3.237, -3.235, -3.075], [-3.895, -4.438, -2.897], [-3.566, -5.231, -1.812], [-2.573, -4.879, -0.894], [-2.328, -5.853, 0.229], [-0.526, -3.816, 1.965], [-1.451, -3.180, 2.791], [-1.776, -3.682, 4.039], [-1.143, -4.830, 4.486], [-0.223, -5.468, 3.671], [0.098, -4.994, 2.398], [1.061, -5.823, 1.585], [1.171, -5.650, -3.348], [0.488, -4.029, -3.375], [-0.101, -5.201, -2.212], [3.410, -5.353, -2.874], [5.225, -4.724, -1.340], [4.715, -3.421, 0.718], [2.405, -2.764, 1.187], [-1.781, -1.905, -2.314], [-3.484, -2.581, -3.903], [-4.667, -4.756, -3.586], [-4.093, -6.165, -1.660], [-3.058, -6.659, 0.177], [-2.410, -5.387, 1.208], [-1.338, -6.303, 0.164], [-1.931, -2.264, 2.461], [-2.500, -3.170, 4.659], [-1.364, -5.231, 5.467], [0.258, -6.374, 4.020], [0.996, -6.865, 1.900], [2.092, -5.496, 1.720], [0.854, -5.783, 0.518], [-2.906, 1.708, 0.346], [-2.394, 0.046, 0.817], [-3.605, -0.837, -0.180], [-3.972, 1.797, 0.550], [-2.704, 1.882, -0.710], [-2.363, 2.424, 0.957], [-3.453, -0.641, -1.238], [-4.594, -0.508, 0.134], [-3.505, -1.903, 0.008]], "lowdin_charge": [0.54, 0.59, -0.71, -0.28, 0.16, -0.70, 0.69, -0.28, 0.17, -0.07, -0.08, -0.03, -0.21, -0.36, -0.17, -0.23, 0.01, 0.01, -0.15, -0.03, -0.07, -0.05, -0.06, -0.19, -0.01, 0.11, 0.10, 0.10, 0.05, 0.10, 0.12, 0.12, 0.11, 0.11, 0.01, -0.04, -0.29, -0.04, -0.06, -0.07, -0.19, -0.34, 1.55, -0.30, -0.18, -0.07, -0.07, -0.05, -0.28, -0.03, -0.34, -0.20, -0.08, -0.07, -0.05, -0.29, -0.05, 0.08, 0.08, 0.06, 0.11, 0.11, 0.11, 0.08, 0.06, 0.11, 0.11, 0.11, 0.08, 0.07, 0.08, 0.05, 0.11, 0.11, 0.11, 0.08, 0.09, 0.05, -0.33, 0.72, -0.35, 0.05, 0.05, 0.03, 0.05, 0.05, 0.03]}

***

Number 1: F_max 0.9 eV/Å. Number 2: F_max 0.5 eV/Å.